(1)
{"formula": "C24H65INO13S10", "method": "ωB97M-V/def2-TZVPD", "homo_lumo_gap_ev": 5.67, "e_tot_ha": -6265.656348, "charge": -1, "spin_multiplicity": 1, "homo_energy_ev": -4.17, "symbols": ["N", "C", "C", "C", "O", "I", "C", "O", "O", "H", "H", "H", "H", "H", "C", "S", "O", "C", "H", "H", "H", "H", "H", "H", "C", "S", "O", "C", "H", "H", "H", "H", "H", "H", "C", "S", "O", "C", "H", "H", "H", "H", "H", "H", "C", "S", "O", "C", "H", "H", "H", "H", "H", "H", "C", "S", "O", "C", "H", "H", "H", "H", "H", "H", "C", "S", "O", "C", "H", "H", "H", "H", "H", "H", "C", "S", "O", "C", "H", "H", "H", "H", "H", "H", "C", "S", "O", "C", "H", "H", "H", "H", "H", "H", "C", "S", "O", "C", "H", "H", "H", "H", "H", "H", "C", "S", "O", "C", "H", "H", "H", "H", "H", "H"], "positions_angstrom": [[0.95776, 2.41532, -4.46405], [-0.38948, 2.17717, -4.94315], [-1.43125, 2.46643, -3.84783], [-2.83192, 2.33184, -4.34194], [-3.63933, 1.53083, -4.02325], [-3.39069, 3.89569, -5.81352], [-0.56933, 0.70441, -5.36233], [-0.82754, 0.49525, -6.56814], [-0.44609, -0.13458, -4.46576], [1.02054, 2.36971, -3.46136], [1.33774, 3.27654, -4.81733], [-0.62163, 2.76701, -5.81540], [-1.26927, 1.83837, -2.98086], [-1.29658, 3.50956, -3.55989], [2.95686, -4.24252, -2.92450], [2.50509, -2.65649, -3.64603], [2.73318, -1.65913, -2.56052], [0.74772, -2.97028, -3.72855], [4.03263, -4.24043, -2.75060], [2.43123, -4.35490, -1.97869], [2.69748, -5.05492, -3.60398], [0.37511, -3.21371, -2.73247], [0.56615, -3.80058, -4.41323], [0.25311, -2.07111, -4.10500], [4.18220, 0.22260, 2.19978], [5.20992, 0.67040, 0.79157], [5.35453, 2.15583, 0.81489], [3.99858, 0.25751, -0.45886], [4.73995, 0.43766, 3.10986], [3.26366, 0.80965, 2.18382], [3.95355, -0.84272, 2.15367], [3.08790, 0.83507, -0.30086], [3.78227, -0.80952, -0.41794], [4.41513, 0.49623, -1.43373], [-0.16374, -4.63674, 2.08706], [-0.16377, -3.68715, 0.56408], [0.04927, -4.64759, -0.56014], [1.40694, -2.86079, 0.85213], [-1.05486, -5.26325, 2.09915], [0.72532, -5.25944, 2.13848], [-0.18534, -3.95352, 2.93294], [2.20028, -3.59997, 0.97918], [1.32342, -2.23786, 1.74355], [1.61856, -2.23620, -0.01767], [-4.28030, 1.30471, -0.42041], [-2.70051, 1.93210, 0.14916], [-1.68446, 1.47357, -0.83064], [-2.56467, 0.85264, 1.58444], [-4.53421, 1.82169, -1.34181], [-4.20112, 0.23662, -0.61541], [-5.04977, 1.49747, 0.32582], [-2.60493, -0.18869, 1.26321], [-3.37682, 1.06951, 2.27898], [-1.60933, 1.05114, 2.06653], [8.60276, 6.43202, 2.50680], [6.84200, 6.28263, 2.17213], [6.13147, 6.98947, 3.27611], [6.73182, 4.52622, 2.50947], [8.88106, 7.47768, 2.39230], [8.81186, 6.10556, 3.52577], [9.15753, 5.82618, 1.79079], [7.06695, 4.32949, 3.52895], [7.34212, 3.97844, 1.79324], [5.69541, 4.21942, 2.39589], [3.45271, -3.31132, 6.14296], [3.02671, -3.13290, 4.40496], [2.11648, -4.25866, 4.05995], [4.64725, -3.55067, 3.76006], [2.55539, -3.13134, 6.73139], [3.81711, -4.32179, 6.32821], [4.21421, -2.57700, 6.40510], [4.93161, -4.54492, 4.10344], [5.37051, -2.80665, 4.09725], [4.59254, -3.54762, 2.67305], [4.91647, 9.45105, 4.94401], [4.48679, 11.08289, 4.33882], [4.70449, 12.04397, 5.45515], [2.71664, 10.78223, 4.23848], [5.98923, 9.42523, 5.11621], [4.38916, 9.25681, 5.87875], [4.65874, 8.70224, 4.19607], [2.33707, 10.49815, 5.22003], [2.52524, 9.99236, 3.51238], [2.23658, 11.70216, 3.91154], [-6.60113, -2.05002, -2.08208], [-7.09839, -0.39564, -2.57614], [-6.95731, 0.47973, -1.37859], [-8.84672, -0.77114, -2.75092], [-5.53204, -2.03234, -1.88020], [-7.14331, -2.34365, -1.18248], [-6.80552, -2.74588, -2.89523], [-9.24444, -1.15063, -1.81218], [-8.98373, -1.50733, -3.54080], [-9.36128, 0.14914, -3.01925], [4.78302, -7.64014, 0.80987], [4.30524, -6.11056, -0.00759], [4.50804, -5.00881, 0.97786], [2.54857, -6.45241, -0.04907], [5.85808, -7.61410, 0.97728], [4.26381, -7.72285, 1.76512], [4.53434, -8.48376, 0.16649], [2.18642, -6.60506, 0.96792], [2.35682, -7.33867, -0.65450], [2.03894, -5.60165, -0.48868], [-13.98006, -2.76242, -3.40256], [-12.56899, -1.67885, -3.66411], [-11.54428, -2.04454, -2.65361], [-13.37251, -0.18070, -3.08005], [-13.67963, -3.77363, -3.66762], [-14.27801, -2.73054, -2.35453], [-14.80330, -2.44650, -4.04341], [-13.71047, -0.32171, -2.05340], [-14.21450, 0.05593, -3.73059], [-12.64479, 0.62691, -3.11864]]}

(2)
{"formula": "C24H65N7O16PZn2", "method": "ωB97M-V/def2-TZVPD", "de_lowest_kj_mol": 126.8, "homo_lumo_gap_ev": 8.55, "e_tot_ha": -6440.494333, "charge": 1, "spin_multiplicity": 1, "homo_energy_ev": -10.45, "symbols": ["Zn", "Zn", "P", "O", "O", "O", "O", "C", "O", "N", "N", "H", "H", "H", "H", "C", "O", "N", "N", "H", "H", "H", "H", "C", "O", "C", "C", "N", "C", "C", "O", "C", "H", "H", "H", "H", "H", "H", "H", "H", "H", "H", "H", "H", "H", "H", "H", "C", "O", "C", "C", "N", "C", "C", "O", "C", "H", "H", "H", "H", "H", "H", "H", "H", "H", "H", "H", "H", "H", "H", "H", "C", "O", "C", "C", "N", "C", "C", "O", "C", "H", "H", "H", "H", "H", "H", "H", "H", "H", "H", "H", "H", "H", "H", "H", "C", "C", "O", "O", "H", "H", "H", "H", "H", "H", "C", "C", "O", "O", "H", "H", "H", "H", "H", "H"], "positions_angstrom": [[-0.37050, 0.97417, 1.94739], [0.52288, -0.39297, -2.75996], [0.28811, 0.49641, -0.43573], [-0.86283, 0.02185, 0.41294], [0.92690, 1.38474, 0.65626], [-0.09282, 1.13465, -1.79799], [1.28980, -0.60887, -1.02083], [3.28857, 4.09032, -0.11298], [3.93473, 4.97070, -0.63324], [2.02207, 3.90926, -0.19144], [3.88160, 3.12226, 0.45099], [1.64348, 3.00635, 0.05661], [1.44312, 4.56376, -0.69793], [4.88644, 3.14427, 0.55051], [3.35848, 2.27696, 0.62964], [-1.70817, -2.38978, -1.88235], [-1.16821, -1.50621, -2.51313], [-2.41125, -3.39999, -2.31871], [-1.67203, -2.41887, -0.61133], [-2.54035, -3.42722, -3.32006], [-2.71686, -4.03758, -1.59748], [-1.31385, -1.58150, -0.17473], [-2.24894, -3.01393, -0.03411], [0.78954, -2.06090, 2.43294], [0.78377, -0.65166, 2.64313], [1.42105, -0.26256, 3.88758], [1.77244, 1.22894, 3.67377], [0.47363, 1.90108, 3.63741], [0.63888, 3.24206, 3.18470], [-0.56924, 3.82676, 2.36203], [-1.24168, 2.75402, 1.73501], [-2.36124, 3.10252, 0.94001], [1.74451, -2.52002, 2.68856], [0.65145, -2.19392, 1.35994], [0.04108, -2.61559, 2.99881], [2.38619, -0.69997, 4.14305], [0.76263, -0.34643, 4.75220], [2.47680, 1.39095, 2.85786], [2.34851, 1.61331, 4.51551], [0.27379, 2.03121, 4.61885], [1.53063, 3.36304, 2.56969], [0.78621, 3.87866, 4.05713], [-0.28064, 4.67229, 1.73761], [-1.14687, 4.30884, 3.15073], [-3.27307, 3.30923, 1.50031], [-2.44363, 2.35771, 0.14846], [-2.27797, 4.01404, 0.34815], [2.69774, -6.50189, -4.33377], [2.35235, -5.24962, -3.76012], [1.63334, -4.44661, -4.70818], [0.84064, -3.34733, -4.04725], [1.52506, -2.10189, -3.60508], [2.36888, -1.45484, -4.62299], [3.26083, -0.37754, -4.07171], [2.22990, 0.50837, -3.56805], [2.89037, 1.74567, -3.23943], [3.31931, -6.55150, -5.22780], [1.78262, -7.05173, -4.55360], [3.29148, -7.03442, -3.59080], [0.83510, -5.00531, -5.19680], [2.36059, -4.25113, -5.49622], [0.31107, -3.73699, -3.17787], [0.02407, -2.98544, -4.67203], [2.16289, -2.59182, -2.99416], [1.69598, -1.18657, -5.43744], [3.11656, -2.10358, -5.07928], [3.85289, -0.02999, -4.91833], [3.98975, -0.67696, -3.31863], [3.82477, 1.57266, -2.70552], [2.25726, 2.35007, -2.58984], [3.02934, 2.27247, -4.18351], [-5.97341, -0.50512, 0.58708], [-5.14336, -0.68331, 1.73100], [-3.76500, -0.97860, 1.42425], [-2.73069, -1.07269, 2.61914], [-2.14780, 0.21703, 3.05849], [-3.21603, 1.16239, 3.31991], [-3.93060, 0.85651, 4.67119], [-2.90460, 0.43795, 5.59122], [-3.45940, -0.05560, 6.78730], [-6.97265, -0.11023, 0.77059], [-6.13365, -1.47640, 0.11907], [-5.54101, 0.12037, -0.19388], [-3.35268, -0.32985, 0.65145], [-3.79917, -1.97671, 0.98754], [-1.94000, -1.79159, 2.40445], [-3.30114, -1.35095, 3.50529], [-1.94751, 0.06067, 4.03601], [-3.88090, 1.19412, 2.45676], [-2.85304, 2.17292, 3.50750], [-4.66404, 0.06437, 4.52056], [-4.51537, 1.70383, 5.02921], [-4.14773, -0.87249, 6.57058], [-4.02568, 0.72288, 7.29856], [-2.67335, -0.39872, 7.45999], [-1.84674, 3.09065, -3.53690], [-1.55865, 4.19267, -2.55000], [-0.46172, 3.83098, -1.63498], [-2.31123, 1.90984, -2.87430], [-0.96550, 2.78278, -4.09971], [-2.64161, 3.36292, -4.23126], [-2.42919, 4.38353, -1.92245], [-1.35013, 5.16639, -2.99328], [-0.30478, 2.88550, -1.69016], [-1.57876, 1.57910, -2.34924], [3.68163, -2.67742, 0.04482], [4.41863, -1.35149, -0.36571], [3.76073, -0.14946, -0.02564], [2.56081, -2.79709, -0.77598], [3.35810, -2.59060, 1.08208], [4.37923, -3.49385, -0.14195], [4.76413, -1.30037, -1.39824], [5.29936, -1.39683, 0.27489], [2.87403, -0.28008, -0.36962], [2.05053, -1.98439, -0.80297]]}

Question: Among the records above, which one has the highest charge?
Answer: C24H65N7O16PZn2

Question: charge of number 2 (C24H65N7O16PZn2)?
Answer: +1

Question: The lowest charge belongs to which entry?
Answer: C24H65INO13S10